# 1
{"formula": "C14H56N28O14", "method": "wB97M-V/def2-TZVPD", "e_above_lowest_kcal_mol": 69.9, "total_energy_ha": -3154.17509, "e_lumo_ev": -0.04, "homo_lumo_gap_ev": 9.2, "charge": 0, "e_homo_ev": -9.2, "elements": ["O", "O", "O", "O", "O", "O", "O", "O", "O", "O", "O", "O", "O", "O", "N", "N", "N", "N", "N", "N", "N", "N", "N", "N", "N", "N", "N", "N", "N", "N", "N", "N", "N", "N", "N", "N", "N", "N", "N", "N", "N", "N", "C", "C", "C", "C", "C", "C", "C", "C", "C", "C", "C", "C", "C", "C", "H", "H", "H", "H", "H", "H", "H", "H", "H", "H", "H", "H", "H", "H", "H", "H", "H", "H", "H", "H", "H", "H", "H", "H", "H", "H", "H", "H", "H", "H", "H", "H", "H", "H", "H", "H", "H", "H", "H", "H", "H", "H", "H", "H", "H", "H", "H", "H", "H", "H", "H", "H", "H", "H", "H", "H"], "xyz": [[4.4358, 2.2793, -2.3571], [-2.9141, -2.8880, 2.5715], [1.1109, 4.6875, 2.3615], [0.8194, -3.5726, -4.8141], [2.8118, 1.7088, 1.9511], [-2.3768, 1.6773, -4.6059], [-1.7660, -2.8350, -2.5413], [1.2296, -0.3854, -0.9969], [-1.8862, 1.0760, 2.1650], [3.3009, -3.3001, 2.6854], [1.1057, 2.5771, 6.3898], [4.6817, -2.8152, -2.3568], [-3.7531, -1.2663, -1.0419], [-3.6021, 4.3297, -0.4730], [4.2946, 0.0074, 1.6143], [3.4448, 4.2348, -1.6995], [-1.7959, -4.8478, 2.2079], [-0.5392, 0.4348, -4.0202], [-5.9189, -1.4219, -1.9213], [4.7764, 1.6613, 3.1396], [2.5354, 2.1699, -1.0645], [1.2326, 1.7711, 4.2512], [-1.8412, -3.2164, 0.5087], [1.1709, -1.8364, -3.3185], [-2.2221, 2.8569, -1.5952], [-1.0559, -0.3382, -0.5796], [-2.6671, -0.4041, -3.6788], [-0.1305, 5.8950, 0.8907], [2.4929, -1.3652, 3.6850], [-1.0730, 4.1229, 2.0079], [1.1283, -2.6462, 2.3136], [-5.4517, -2.2362, 0.1865], [0.4416, 0.4769, 1.0035], [-3.1027, 1.9608, 3.8841], [-1.9441, -4.4547, -4.0859], [3.8902, -3.4736, -0.3364], [-4.1954, 0.9178, 2.1554], [2.4952, -2.1059, -5.2145], [-1.8884, 5.1226, -1.7928], [-3.8450, -3.8143, -2.9044], [6.1948, -3.4476, -0.7707], [2.5470, 3.5620, 4.9090], [-4.9336, -1.6413, -0.9476], [0.2691, -0.0658, -0.2509], [2.3711, -2.4939, 2.8923], [3.9014, 1.1757, 2.2199], [1.5896, 2.6233, 5.2513], [1.4205, -2.5472, -4.4572], [-2.9800, 1.2247, 2.7117], [4.9101, -3.2709, -1.2304], [3.5457, 2.8368, -1.7028], [-2.6496, 4.1097, -1.2474], [0.1009, 4.7606, 1.6615], [-2.4664, -3.7378, -3.0456], [-1.9002, 0.6085, -4.2127], [-2.1702, -3.5628, 1.8166], [3.0002, -3.0467, -0.5366], [6.3114, -3.8533, 0.1399], [-0.3520, 0.5811, 1.6277], [1.8683, 2.6443, -0.4947], [-1.7305, -0.0889, 0.1238], [2.7258, 4.6119, -1.1100], [1.9447, -1.2762, -2.9976], [0.9470, -3.3894, 1.6733], [3.6318, -0.2426, 0.8962], [3.0496, -1.3705, -4.8018], [2.6445, 1.1674, -1.1580], [-2.1369, -2.2590, 0.3825], [-2.8529, 2.1104, -1.3785], [-1.1601, -5.3434, 1.6180], [0.4816, -1.8895, 2.4315], [1.7625, -1.0172, 4.2704], [-4.2136, -3.0066, -2.4314], [-4.8975, -2.3697, 1.0213], [1.6845, 1.8804, 3.3360], [2.7534, 4.1950, 5.6583], [0.0824, 1.0872, -4.4626], [-1.1372, -3.7681, 0.0743], [0.6595, 6.5038, 0.7746], [-0.1946, -0.4225, -3.6382], [-1.9425, 4.3341, 1.5427], [-2.2326, -5.3652, -4.3879], [-4.3373, -4.2592, -3.6505], [-5.0367, 1.3299, 2.4934], [-1.0073, 3.2441, 2.4943], [-6.8539, -1.6539, -1.6702], [-1.0138, -4.1415, -4.3437], [-3.5410, -0.2113, -3.2447], [6.9556, -2.9382, -1.1688], [3.4577, -1.2388, 3.9423], [0.3650, -2.0947, -2.7798], [-4.0154, 1.8763, 4.2819], [5.5953, 1.1155, 3.3149], [-2.2379, -5.1882, 3.0379], [-1.1417, 4.8927, -2.4152], [2.7206, 3.8361, 3.9565], [-2.3080, -1.2961, -3.3462], [2.9623, -2.8075, -5.7540], [4.9781, -0.6092, 1.9995], [-5.6665, -0.7402, -2.6139], [4.2179, 4.8195, -1.9377], [-6.3796, -2.6061, 0.2235], [-4.1998, 0.5663, 1.2143], [-1.3452, 2.7253, -2.0568], [-2.3784, 2.4268, 4.3935], [0.6040, 1.0156, 4.4254], [-0.8498, 5.8839, 0.1909], [4.0893, -3.6568, 0.6319], [1.3553, 0.8526, 1.2440], [4.5945, 2.5142, 3.6339], [-1.2604, -0.9781, -1.3265], [-2.1989, 6.0362, -1.5142]]}

***

# 2
{"formula": "C14H57FeN28O15", "method": "wB97M-V/def2-TZVPD", "total_energy_ha": -4493.30005, "e_lumo_ev": [-2.01, -2.01], "s2": 6.01, "homo_lumo_gap_ev": [8.4, 7.2], "charge": 1, "e_homo_ev": [-10.4, -9.2], "spin_multiplicity": 5, "elements": ["Fe", "O", "O", "O", "O", "O", "O", "O", "O", "O", "O", "O", "O", "O", "O", "O", "N", "N", "N", "N", "N", "N", "N", "N", "N", "N", "N", "N", "N", "N", "N", "N", "N", "N", "N", "N", "N", "N", "N", "N", "N", "N", "N", "N", "C", "C", "C", "C", "C", "C", "C", "C", "C", "C", "C", "C", "C", "C", "H", "H", "H", "H", "H", "H", "H", "H", "H", "H", "H", "H", "H", "H", "H", "H", "H", "H", "H", "H", "H", "H", "H", "H", "H", "H", "H", "H", "H", "H", "H", "H", "H", "H", "H", "H", "H", "H", "H", "H", "H", "H", "H", "H", "H", "H", "H", "H", "H", "H", "H", "H", "H", "H", "H", "H", "H"], "xyz": [[-0.0573, -2.2328, -0.4748], [-0.0495, -0.2920, -0.5276], [2.1884, -2.6770, -0.0097], [3.4365, 3.4594, -1.5950], [-1.7809, 3.4673, 1.0941], [2.8346, 2.6390, 1.8199], [-0.1423, -4.3325, -0.5011], [-6.1297, 3.2554, -1.2345], [1.6800, 0.5358, 4.6623], [-1.2469, 1.2664, -3.6636], [1.0083, -2.3384, -2.5067], [-3.6444, -1.0374, 2.6367], [-1.0134, -1.6716, -5.1231], [6.1517, 0.7406, -1.8346], [-0.1454, -2.4268, 1.5611], [-2.0358, -2.3145, -1.1758], [-0.1274, -6.5082, -0.9361], [-2.9406, -2.5916, -5.8463], [2.1545, 3.0814, -3.3988], [2.0344, 1.8347, -0.0988], [3.3549, 4.9172, -3.2506], [-4.1601, 2.8426, -0.2507], [3.1638, 0.8964, 6.2898], [2.7399, -1.8466, -3.7617], [-0.9101, 1.9607, -1.5314], [-3.1327, -0.3039, -1.5992], [3.3431, -4.5518, 0.3893], [4.2994, -2.6626, 0.7958], [4.4619, -0.0601, -0.7270], [1.3631, 1.0046, 1.7994], [-4.1210, -2.2271, -1.2942], [2.2963, -1.0738, 6.2161], [-2.0265, 4.7919, 2.8508], [-4.6324, 4.8485, -0.6373], [-1.4047, -5.9414, 0.5309], [-4.2648, 0.4998, 4.0841], [5.6086, 1.4886, 0.1796], [-3.0199, -0.9804, -4.5307], [-1.5207, -2.9033, 3.1981], [1.7758, -0.2436, -2.9098], [0.4959, -3.0331, 3.6583], [-2.9500, 1.0179, 2.5079], [-1.7168, 3.3039, -2.9308], [-0.1764, 3.7484, 2.6377], [-3.0172, -1.6301, -1.4101], [-1.2477, 2.0923, -2.7713], [-3.6823, 0.1208, 3.0219], [-1.3856, 3.9953, 2.1144], [-0.4836, -5.5006, -0.2469], [2.2911, 0.1668, 5.6852], [-5.0651, 3.5594, -0.6816], [5.4015, 0.7283, -0.8559], [3.0740, 3.7092, -2.7043], [3.2254, -3.2144, 0.3815], [-0.3804, -2.9009, 2.6984], [2.1029, 1.8723, 1.2015], [1.7459, -1.5325, -3.0299], [-2.2577, -1.8304, -5.1176], [-4.4773, 1.4870, 4.0623], [4.1121, 5.3480, -2.7395], [3.6726, 0.4327, 7.0288], [2.5682, -5.1307, 0.0984], [-1.6833, -3.1392, 4.1666], [-2.4775, -0.4079, -3.8997], [3.2742, -1.1270, -4.2273], [3.0009, 5.2008, -4.1530], [2.0607, 3.3205, -4.3756], [-2.2158, -2.3759, 2.6893], [-1.7113, -6.9029, 0.4916], [0.9357, 0.0730, -2.4473], [-3.6621, 5.0771, -0.7995], [-1.9842, 3.8739, -2.1411], [0.5246, -6.1987, -1.6426], [-2.5723, 0.7233, 1.6187], [-2.1953, 3.6787, -3.7374], [0.2755, -3.3662, 4.5860], [-2.7944, 1.9526, 2.8576], [3.3474, 1.8068, 5.8928], [-3.9485, -1.3019, -4.2976], [1.6629, -1.7385, 5.7954], [0.3010, 4.1289, 3.4423], [-2.9977, 4.9908, 2.6579], [1.5228, 1.1946, -0.6893], [-0.1544, -7.3708, -0.4115], [-4.0668, 0.0695, -1.6885], [-0.4612, 1.1230, -1.1894], [1.6016, 0.7038, 2.7336], [4.4603, -0.8485, -1.3583], [4.1826, -5.0426, 0.6622], [-3.4538, 3.2599, 0.3384], [-1.7642, -5.2932, 1.2169], [-2.5396, -3.3684, -6.3522], [-4.5219, 1.9033, -0.1673], [1.0103, 0.3384, 1.1272], [4.2845, -1.6595, 0.9125], [2.5232, 0.2741, -3.3497], [-2.3893, 0.3217, -1.8751], [6.5222, 1.9077, 0.2787], [-4.0306, -3.2210, -1.1388], [2.6916, 2.3572, -0.6603], [1.6388, 2.3175, -2.9859], [4.9015, 1.6693, 0.8778], [-1.5908, 5.1982, 3.6665], [0.2573, 2.9275, 2.2401], [-3.9225, -2.6207, -5.6114], [2.8471, -1.2351, 7.0472], [-1.4395, 2.4946, -0.8570], [2.8364, -2.8171, -4.0243], [-4.9367, -1.6344, -1.3531], [3.8260, 0.0397, 0.0514], [5.0400, -3.1035, 1.3223], [1.4464, -2.7532, 3.4623], [-4.8357, -0.0677, 4.6941], [-5.3044, 5.5376, -0.9433], [-0.5596, 0.0072, 0.2501]]}

***

# 3
{"formula": "C14H6ClN3O4S4Sr", "method": "wB97M-V/def2-TZVPD", "total_energy_ha": -3086.25345, "e_lumo_ev": 3.83, "homo_lumo_gap_ev": 5.3, "charge": -2, "e_homo_ev": -1.5, "elements": ["Sr", "Cl", "S", "S", "S", "S", "O", "O", "O", "O", "N", "N", "N", "C", "C", "C", "C", "C", "C", "C", "C", "C", "C", "C", "C", "C", "C", "H", "H", "H", "H", "H", "H"], "xyz": [[0.6325, -0.9185, -0.3148], [-0.8349, 6.4352, 2.2759], [1.7623, -2.5496, -2.3354], [2.9451, 0.6146, -1.1099], [5.2355, 0.0674, -2.9342], [4.2818, -2.4809, -3.9115], [6.5675, -1.3973, -4.6892], [-0.4041, 0.8717, 0.4166], [-3.0015, 0.5357, 1.6757], [-0.2486, -2.4758, 1.0785], [-0.5780, -6.0550, 1.6279], [-4.1955, -4.5551, -0.4926], [-2.0450, -1.7666, -0.1096], [-2.7587, 1.6778, 2.0033], [3.6865, -0.4803, -2.2819], [0.4683, 3.0513, 0.5296], [-0.5314, 2.0820, 0.8345], [-1.1302, -5.1700, 1.1342], [-1.7045, 3.8598, 2.0512], [0.3690, 4.3493, 0.9614], [-3.1428, -4.3731, -0.0499], [5.5480, -1.2701, -4.0301], [-1.3429, -2.7878, 0.5423], [3.2378, -1.6673, -2.7390], [-0.7288, 4.7614, 1.7322], [-1.8595, -4.1032, 0.5181], [-1.6312, 2.5275, 1.6088], [1.3157, 2.7234, -0.0652], [1.1450, 5.0638, 0.7120], [-2.0570, -0.8894, 0.4195], [-2.9727, -2.0472, -0.3904], [-2.5568, 4.1692, 2.6495], [-3.4709, 2.1972, 2.6824]]}

***

# 4
{"formula": "C14H7F9HgN3OS", "method": "wB97M-V/def2-TZVPD", "e_above_lowest_kcal_mol": 4.2, "total_energy_ha": -2227.61135, "e_lumo_ev": [-0.18, -1.46], "s2": 0.75, "homo_lumo_gap_ev": [7.6, 7.4], "charge": 0, "e_homo_ev": [-7.8, -8.9], "spin_multiplicity": 2, "elements": ["Hg", "S", "F", "F", "F", "F", "F", "F", "F", "F", "F", "O", "N", "N", "N", "C", "C", "C", "C", "C", "C", "C", "C", "C", "C", "C", "C", "C", "C", "H", "H", "H", "H", "H", "H", "H"], "xyz": [[0.0257, -0.3078, -1.3855], [-0.9581, 2.8975, 2.3265], [1.6592, 4.8491, -2.7759], [2.3957, 2.7527, -4.3812], [1.5866, 0.8181, -3.9672], [2.7512, 1.9033, -2.4751], [1.7192, 3.6246, -1.0642], [-0.0724, 4.6775, -1.5694], [-0.9621, 1.8396, -4.5333], [-0.0064, 3.6938, -4.9627], [-1.5777, 3.5967, -3.4421], [-0.0778, 1.8839, -1.8534], [-0.5970, -1.7531, 3.2364], [-0.7634, 0.8626, 0.7432], [-0.0762, -1.7484, 1.0813], [-0.0057, -5.3856, 1.4554], [-0.2905, -5.4565, 2.8618], [-0.4958, -3.1018, 2.8366], [-0.4810, 1.3570, 3.0145], [-0.5751, 2.9569, -4.0132], [-0.4839, 0.4197, 2.0463], [-0.3197, -1.0096, 2.1105], [1.8478, 2.0412, -3.4775], [0.5200, 2.6880, -2.8333], [0.9437, 4.0022, -2.0587], [0.0710, -4.1817, 0.7913], [-0.5686, -4.2855, 3.5517], [-1.1578, 2.1248, 0.7800], [-0.1239, -3.0225, 1.4858], [-0.9203, -1.3419, 4.1042], [-0.5064, -6.4289, 3.1983], [-1.5199, 2.7088, -0.0217], [0.2764, -4.1717, -0.2671], [-0.3719, 1.0998, 4.0342], [-0.8375, -4.2965, 4.5756], [-0.0474, -6.3066, 0.8477]]}

***

# 5
{"formula": "C14H7N3O4Zn", "method": "wB97M-V/def2-TZVPD", "e_above_lowest_kcal_mol": 0.0, "total_energy_ha": -2781.63020, "e_lumo_ev": -8.28, "homo_lumo_gap_ev": 6.5, "charge": 2, "e_homo_ev": -14.8, "elements": ["Zn", "O", "O", "O", "O", "N", "N", "N", "C", "C", "C", "C", "C", "C", "C", "C", "C", "C", "C", "C", "C", "C", "H", "H", "H", "H", "H", "H", "H"], "xyz": [[-2.2524, 2.4367, -1.6195], [-0.0570, 3.2845, -3.9447], [-4.6111, 4.6753, -2.9088], [-2.5286, 4.1953, 1.2262], [-4.5935, 0.0775, -2.0917], [-1.3038, 1.0769, -0.5137], [5.4504, -4.3120, 2.0351], [0.0643, -0.3968, 0.3947], [-0.0663, 0.5565, -0.5639], [-3.8200, 3.9625, -2.5026], [-2.4722, 3.6883, 0.2012], [-1.1394, -0.4470, 1.0832], [-0.8078, 2.9830, -3.1300], [1.2064, -1.2004, 0.6882], [3.3995, -2.7874, 1.4127], [2.1160, -3.3348, 1.3775], [-1.9756, 0.4634, 0.5341], [2.4824, -0.6520, 0.6992], [3.5679, -1.4215, 1.1283], [-3.8634, 0.9607, -2.0239], [4.5410, -3.6264, 1.7559], [1.0121, -2.5412, 1.0470], [-2.9940, 0.6822, 0.8274], [0.0303, -2.9924, 1.0281], [2.6447, 0.3886, 0.4125], [-1.2843, -1.1092, 1.9016], [4.5617, -0.9818, 1.2335], [0.7077, 0.7639, -1.2958], [1.9851, -4.3926, 1.6084]]}

***

# 6
{"formula": "C14H8CdN4S5Te", "method": "wB97M-V/def2-TZVPD", "e_above_lowest_kcal_mol": 3.0, "total_energy_ha": -3184.15133, "e_lumo_ev": 3.83, "homo_lumo_gap_ev": 5.7, "charge": -2, "e_homo_ev": -1.9, "elements": ["Te", "Cd", "S", "S", "S", "S", "S", "N", "N", "N", "N", "C", "C", "C", "C", "C", "C", "C", "C", "C", "C", "C", "C", "C", "C", "H", "H", "H", "H", "H", "H", "H", "H"], "xyz": [[1.3527, 0.3630, 2.9868], [-2.7388, -1.4014, -0.2754], [-0.9742, -1.3755, -2.1026], [0.5720, -6.5144, -4.4209], [-2.8835, -3.9313, -0.4723], [0.1428, -3.6812, -3.5852], [-1.3633, -5.7016, -2.2916], [-7.1166, -0.3712, -0.2943], [-9.0179, -1.9197, -0.0880], [-1.2980, -0.2230, 2.5233], [-4.7142, -0.4548, -0.6871], [1.1370, 1.0711, 0.9789], [-0.9621, -3.1039, -2.3504], [-1.9437, -0.6087, 1.6431], [3.3116, 2.1083, 1.6109], [2.1752, 2.1412, 0.7932], [2.0289, 3.1663, -0.1337], [-5.8659, -0.5100, -0.4933], [2.9892, 4.1631, -0.2482], [-0.1786, -5.3607, -3.4808], [4.1101, 4.1385, 0.5690], [4.2671, 3.1112, 1.4908], [3.4170, 0.9770, 2.5939], [-8.0801, -1.2420, -0.1954], [-1.6841, -4.0691, -1.7313], [0.1257, 1.4395, 0.8301], [3.9603, 1.2665, 3.4935], [1.2888, 0.2278, 0.3029], [4.8564, 4.9208, 0.4955], [3.9393, 0.1319, 2.1394], [5.1429, 3.0887, 2.1306], [2.8558, 4.9630, -0.9665], [1.1482, 3.1903, -0.7652]]}